62
Properties=species:S:1:pos:R:3:forces:R:3 method="wB97M-V/def2-TZVPD" total_charge=+2 homo_energy_ev=-13.99 energy_ha=-6472.6134
K 3.104 -0.960 -1.368 -0.12 0.27 0.13
K -3.434 2.365 -3.466 0.18 0.11 0.03
K -2.040 -3.518 -2.551 1.32 -0.51 -0.78
K -4.243 -1.849 -0.410 -0.30 0.20 0.71
N -1.483 -1.432 -0.748 -0.37 2.69 -2.11
S -1.043 0.028 -1.417 -0.51 3.29 -5.10
O 0.330 0.428 -1.443 -0.78 -0.59 1.95
O -2.042 1.132 -1.435 0.76 -2.54 1.06
F -1.122 -0.393 -2.950 -1.21 -0.79 0.05
S -0.481 -1.323 0.435 4.06 -2.57 8.56
O -0.754 -0.245 1.391 0.53 -0.66 -2.90
O 0.878 -1.823 0.238 -2.79 1.23 -0.61
F -1.098 -2.506 1.369 -0.33 -0.24 -1.30
N 2.348 -2.463 -3.508 0.52 -3.65 4.31
S 2.116 -4.126 -3.051 3.92 -3.42 2.36
O 2.753 -5.075 -3.935 -1.56 1.73 0.64
O 0.936 -4.570 -2.312 0.41 1.68 -1.23
F 3.202 -4.076 -1.859 -0.55 0.78 -0.19
S 1.295 -2.547 -4.561 -2.80 4.02 -9.37
O -0.116 -2.633 -4.249 -0.49 -1.46 1.33
O 1.742 -3.132 -5.811 -0.99 -0.29 2.00
F 1.273 -1.013 -4.963 0.41 0.33 0.28
C 3.608 3.542 -0.128 -0.35 3.40 -1.20
C 3.544 3.750 1.400 0.98 1.17 -2.18
O 2.905 2.588 1.777 -0.85 -0.98 1.24
C 2.726 1.743 0.768 -0.98 -3.38 1.91
O 2.264 0.598 0.995 1.48 3.45 -1.90
O 3.151 2.280 -0.377 -0.13 -3.61 0.17
H 4.547 3.818 -0.607 0.33 -0.76 0.28
H 2.879 4.106 -0.710 -0.06 0.99 0.48
H 2.964 4.646 1.619 0.14 -0.21 0.44
H 4.579 3.809 1.735 -0.30 -0.05 0.72
C -1.207 1.921 3.204 -0.14 -1.09 1.15
C 0.099 1.559 3.901 0.58 -0.26 -0.66
O 0.293 2.557 4.864 -0.44 1.04 0.83
C -0.788 3.391 4.884 2.15 3.36 1.08
O -0.844 4.453 5.479 0.03 -2.53 -0.48
O -1.649 3.046 3.968 -1.94 -0.91 -1.96
H -1.865 1.064 3.347 -0.56 0.37 -0.12
H -1.093 2.071 2.130 -0.12 0.72 0.24
H 0.880 1.627 3.143 0.41 -0.45 0.47
H 0.082 0.619 4.452 0.05 -0.21 -0.53
C 0.913 4.128 -4.590 1.44 1.27 1.59
C 0.912 4.132 -3.005 -0.44 -0.65 -1.59
O 1.278 2.755 -2.753 -0.68 1.33 2.23
C 1.786 2.162 -3.807 0.57 -3.09 -0.74
O 2.273 1.027 -3.771 -0.85 3.41 -0.19
O 1.549 2.920 -4.891 0.57 -1.52 -0.88
H 1.632 4.897 -4.874 -0.54 0.29 -0.49
H -0.041 4.246 -5.104 0.05 -0.19 0.16
H -0.079 4.384 -2.627 0.10 -0.41 0.36
H 1.642 4.805 -2.555 0.04 -0.12 -0.20
C -3.550 -4.050 3.855 0.71 -0.62 1.75
C -3.440 -5.539 3.761 1.34 -0.13 -1.63
O -4.723 -5.943 4.128 5.10 -7.67 1.03
C -5.557 -5.093 3.993 -9.40 4.60 1.52
O -6.789 -5.247 4.185 4.02 0.96 -1.35
O -4.951 -3.895 3.829 -0.57 2.31 -1.39
H -2.951 -3.556 3.090 -0.54 0.36 -0.02
H -3.181 -3.826 4.856 -0.04 0.91 -0.05
H -2.632 -5.994 4.334 -0.48 -0.08 0.20
H -3.288 -5.769 2.707 -0.01 -0.65 -0.10